[1]
C46H34IIrN3O2P2S3 | wB97M-V/def2-TZVPD

## Properties
LUMO energy (spin up / spin down) = -7.749 / -7.713 eV
HOMO (spin up / spin down) = -12.8 / -13.5 eV
Net charge = +2
Frontier orbital gap (spin up / spin down) = 0.187 / 0.213 hartree
Relative energy (zero: lowest compared OMol25 entry of this formula, charge and spin) = 322.7 kJ/mol
Multiplicity = 2
Electronic energy = -4366.7277 Eh
Largest force on an atom = 2.84 eV/A

Each line ends with the Löwdin charge.
Element x y z (Å)
1 C -2.588 2.743 -1.449  -0.079
2 C -2.192 1.453 -1.101  -0.391
3 C -1.612 2.531 1.480  -0.413
4 C -1.020 4.956 2.745  -0.026
5 C -1.897 0.519 -2.094  -0.164
6 C -0.179 -0.474 4.916  -0.340
7 C -0.131 -2.895 4.331  -0.035
8 C -6.170 0.109 2.394  -0.041
9 H 5.176 -1.088 -2.945  0.120
10 H -2.896 -0.535 2.953  0.064
11 I -4.688 -1.927 -1.587  0.959
12 O -2.048 -2.120 1.166  -0.197
13 C 3.232 -0.737 -3.786  -0.044
14 H 4.608 0.286 1.449  0.089
15 C -4.180 -2.817 0.282  -0.509
16 C -0.551 -1.881 5.081  -0.061
17 C -3.671 0.579 1.278  -0.381
18 C 4.836 2.398 1.445  -0.021
19 C -2.390 2.159 -3.773  -0.030
20 H -4.638 -3.801 0.280  0.065
21 N 6.854 -3.401 1.960  0.221
22 C 4.253 3.630 1.177  -0.023
23 N -2.073 -3.825 -0.300  0.213
24 H -2.459 2.441 -4.816  0.121
25 C 2.941 3.684 0.738  -0.050
26 H -0.552 0.164 5.708  0.130
27 C 2.078 -0.800 3.657  -0.191
28 C 1.080 0.038 4.308  -0.349
29 S 0.594 2.539 -0.099  0.913
30 P 1.808 -0.272 0.539  0.876
31 C -3.782 -0.146 2.470  -0.132
32 C 5.791 -0.748 3.925  -0.173
33 C 4.591 -2.178 2.322  -0.172
34 C -4.815 1.057 0.645  -0.094
35 C 2.370 -0.450 -1.167  -0.399
36 H -3.394 2.548 2.681  0.108
37 C 4.533 -1.181 3.377  -0.151
38 O 0.639 3.484 -1.250  -0.424
39 C 0.701 -2.789 3.157  -0.058
40 C 4.108 1.229 1.290  -0.077
41 C 1.467 -0.315 -2.213  -0.101
42 C 1.899 -0.457 -3.523  -0.044
43 H 4.829 4.541 1.277  0.125
44 C 5.854 -2.862 2.132  -0.163
45 H -1.068 -3.909 -0.253  0.047
46 C -2.179 4.269 3.062  -0.031
47 H -4.739 1.600 -0.289  0.108
48 C -2.689 -2.889 0.404  -0.611
49 C 2.202 2.512 0.644  -0.360
50 N 6.788 -0.339 4.329  0.227
51 C -5.030 -0.378 3.026  -0.059
52 C 3.712 -0.713 -1.429  -0.070
53 H -1.762 0.150 -4.202  0.118
54 C -0.139 4.433 1.808  -0.030
55 H -1.599 -0.487 -1.818  0.073
56 H -0.801 5.906 3.217  0.124
57 H -2.805 3.479 -0.683  0.123
58 C 2.239 -1.895 1.418  -0.777
59 H 4.434 -0.796 -0.625  0.104
60 H 3.632 0.289 4.568  0.144
61 H 3.835 -3.201 0.666  0.133
62 C 3.614 -2.464 1.430  -0.023
63 H 0.602 -3.616 2.467  0.079
64 H 2.513 4.621 0.403  0.119
65 H -1.248 -2.078 5.886  0.126
66 C -2.691 3.089 -2.787  -0.033
67 H 1.484 0.923 4.788  0.136
68 C -6.061 0.825 1.210  -0.047
69 H 3.571 -0.846 -4.808  0.119
70 H -4.594 -2.191 1.061  0.033
71 C -2.479 3.068 2.428  -0.075
72 H 0.432 -0.093 -2.002  0.056
73 H -2.997 4.090 -3.060  0.123
74 C -1.995 0.872 -3.430  -0.055
75 H -0.519 -3.883 4.548  0.129
76 H -6.950 1.202 0.721  0.122
77 H 1.195 -0.352 -4.339  0.112
78 P -2.045 0.966 0.615  0.940
79 Ir -0.425 -0.655 1.024  0.735
80 C -0.428 3.230 1.188  -0.364
81 C 1.612 -1.853 2.804  -0.297
82 H 5.876 2.341 1.744  0.125
83 H 0.754 4.986 1.553  0.111
84 C 3.415 -0.507 3.864  0.026
85 H -7.146 -0.076 2.825  0.121
86 S 1.076 -2.752 0.283  0.725
87 H -2.863 4.670 3.800  0.122
88 H -5.118 -0.942 3.946  0.119
89 S -0.420 0.448 3.299  0.990
90 C 4.136 -0.868 -2.740  -0.040
91 C 2.765 1.261 0.924  -0.301
92 H -2.583 -4.450 -0.903  0.132

=====

[2]
C46H34IIrN3O2P2S3 | wB97M-V/def2-TZVPD

## Properties
LUMO energy (spin up / spin down) = -6.273 / -8.403 eV
HOMO (spin up / spin down) = -12.3 / -13.9 eV
Net charge = +2
Frontier orbital gap (spin up / spin down) = 0.221 / 0.203 hartree
Multiplicity = 6
Electronic energy = -4366.7778 Eh
Largest force on an atom = 0.64 eV/A

Each line ends with the Löwdin charge.
Element x y z (Å)
1 C -1.059 0.723 3.023  -0.342
2 H -0.947 -0.599 -4.082  0.044
3 C 2.754 1.305 2.566  -0.026
4 H 2.250 3.505 -5.495  0.116
5 H -5.727 -1.176 2.613  0.118
6 H 3.575 -1.511 0.364  0.101
7 H 4.623 3.382 0.663  0.123
8 C 0.871 2.169 -2.715  -0.106
9 H -3.840 2.128 -2.801  0.118
10 H -3.882 1.485 -4.410  0.127
11 C -3.947 -0.097 2.127  -0.110
12 C 0.047 -0.091 3.260  -0.395
13 H -0.717 6.775 1.208  0.117
14 H 2.567 -3.917 -3.833  0.122
15 H 1.257 -1.152 4.669  0.122
16 C 0.000 -4.480 1.434  -0.010
17 S -1.433 -2.228 1.111  0.737
18 C 0.322 -4.875 -1.317  -0.026
19 C 1.072 3.048 -3.764  -0.054
20 C -1.893 -0.117 -4.236  0.175
21 C 2.114 -2.214 -2.621  -0.157
22 H 4.183 -4.855 -2.214  0.118
23 H -2.900 5.900 1.949  0.117
24 C -0.895 5.710 1.214  -0.050
25 H 3.730 1.549 -5.231  0.118
26 O 1.759 -1.905 2.334  -0.406
27 C 0.797 -5.519 0.972  -0.140
28 H 4.684 -3.634 -0.127  0.122
29 C 2.120 0.616 1.544  -0.376
30 C -2.124 5.219 1.632  -0.050
31 C 0.961 -5.714 -0.403  -0.139
32 C -0.571 -3.587 0.526  -0.636
33 H 0.434 -5.055 -2.375  0.130
34 P 1.479 0.008 -1.122  0.965
35 H -0.126 -4.332 2.495  0.136
36 C 1.455 -6.371 1.916  -0.147
37 C 2.737 0.839 -3.476  -0.076
38 H -7.057 -0.154 0.797  0.117
39 C -4.110 1.409 0.255  -0.116
40 C -1.358 2.974 1.236  -0.344
41 H 1.431 -1.798 -3.353  0.092
42 Ir -0.807 -0.345 -0.341  0.618
43 C 0.102 4.837 0.802  -0.055
44 N 2.481 -7.589 -1.304  0.230
45 S 1.001 -0.719 1.898  0.830
46 H -1.944 1.216 6.259  0.123
47 C -6.019 0.117 0.927  -0.054
48 C 3.961 -3.239 -0.826  -0.036
49 C 0.420 -0.483 4.538  -0.048
50 H -3.386 -0.545 2.934  0.098
51 H 1.058 5.221 0.471  0.113
52 H -0.030 -0.297 6.623  0.124
53 C 3.287 1.900 -0.103  -0.046
54 C -0.307 -0.007 5.621  -0.023
55 H 0.650 2.797 0.479  0.072
56 C 3.920 2.601 0.914  -0.025
57 C 2.394 -1.519 -1.440  -0.362
58 C 2.375 0.893 0.199  -0.362
59 P -1.573 1.189 1.336  0.946
60 C -1.384 0.842 5.414  -0.026
61 C 1.701 1.058 -2.569  -0.375
62 C 3.679 -3.925 -1.997  -0.055
63 H -2.613 1.851 3.985  0.121
64 C 1.803 -6.756 -0.905  -0.153
65 O -1.865 0.819 -2.061  -0.194
66 C -3.355 0.840 1.283  -0.380
67 H -3.657 2.141 -0.399  0.095
68 H 4.156 2.856 3.029  0.124
69 H 2.543 1.072 3.598  0.122
70 C -1.758 1.203 4.128  -0.060
71 C 3.333 -2.031 -0.551  -0.059
72 N 1.993 -7.031 2.680  0.224
73 N -3.470 1.497 -3.493  0.218
74 S -1.018 -2.635 -2.036  0.338
75 C 2.928 1.719 -4.529  -0.047
76 H 0.073 2.354 -2.004  0.084
77 C -0.410 -3.797 -0.861  -0.627
78 C -0.127 3.471 0.809  -0.089
79 H -6.022 1.515 -0.696  0.112
80 C -2.359 3.853 1.646  -0.078
81 H 0.435 3.914 -3.871  0.114
82 I -3.398 -2.672 -1.728  0.648
83 C 3.659 2.307 2.244  -0.022
84 C -2.407 0.739 -3.188  -0.593
85 H -3.320 3.480 1.973  0.109
86 C 2.763 -3.401 -2.903  -0.070
87 C -5.435 1.054 0.085  -0.063
88 C 2.096 2.821 -4.675  -0.047
89 H -2.403 -0.229 -5.177  0.084
90 H 3.399 -0.009 -3.363  0.112
91 C -5.274 -0.457 1.946  -0.051
92 H 3.499 2.150 -1.133  0.115